Entry 1:
Entry from the OMol25 dataset: a cluster of 7 separate species, C55H58N5O26 in total in a non-equilibrium geometry (the ωB97M-V functional and the def2-TZVPD basis).

Last column: Mulliken charge in e.
Atoms and positions in Å:
N  10.394  2.996  0.958  -0.29
C  10.033  2.652  2.159  0.41
N  10.443  3.123  3.421  -0.30
C  9.409  2.618  4.402  -0.80
C  8.234  2.173  3.458  0.83
C  7.246  1.250  4.272  -0.95
C  6.555  0.193  3.301  -0.40
C  5.574  -0.782  4.049  -0.80
C  4.529  -1.496  3.091  -0.76
C  3.218  -0.629  2.833  -0.64
C  1.864  -1.422  3.121  -0.15
C  0.835  -0.577  4.022  -0.59
C  -0.590  -0.435  3.345  -0.34
C  -1.350  0.903  3.754  -0.20
C  -0.575  2.210  3.321  -0.62
C  -1.524  3.482  3.166  -0.38
C  -0.880  4.467  2.109  -0.45
N  -0.466  5.778  2.648  0.30
C  -0.604  6.366  3.913  -0.19
C  0.018  7.695  3.826  -0.54
C  0.522  7.941  2.432  -0.57
C  0.180  6.670  1.806  -0.35
O  7.462  3.180  2.769  -0.20
N  7.600  4.437  3.380  0.15
O  6.755  4.583  4.177  -0.21
N  9.041  1.583  2.357  -0.52
H  11.064  3.757  0.843  0.27
H  10.000  2.537  0.131  0.30
H  10.526  4.143  3.528  0.36
H  9.134  3.315  5.237  0.38
H  9.938  1.763  4.911  0.44
H  7.838  0.733  5.087  0.28
H  6.470  1.929  4.732  0.37
H  5.955  0.786  2.552  0.27
H  7.387  -0.325  2.757  0.32
H  5.007  -0.216  4.851  0.36
H  6.185  -1.553  4.611  0.42
H  5.055  -1.593  2.091  0.32
H  4.308  -2.533  3.451  0.40
H  3.279  0.339  3.405  0.35
H  3.190  -0.389  1.728  0.19
H  1.375  -1.655  2.128  0.04
H  2.030  -2.414  3.620  0.40
H  0.774  -1.047  5.047  0.31
H  1.285  0.448  4.130  0.12
H  -0.570  -0.494  2.227  0.09
H  -1.203  -1.304  3.728  0.33
H  -1.538  0.928  4.879  -0.13
H  -2.375  0.838  3.275  0.38
H  0.142  2.471  4.157  0.11
H  0.003  1.972  2.387  0.42
H  -1.795  3.953  4.142  0.15
H  -2.477  3.082  2.703  0.30
H  0.051  3.985  1.691  0.37
H  -1.565  4.632  1.231  0.19
H  -1.092  5.898  4.790  0.22
H  0.137  8.460  4.629  0.33
H  1.017  8.819  1.972  0.37
H  0.396  6.381  0.752  0.32
H  9.647  0.830  2.729  0.32
C  -1.285  -2.749  -1.102  -0.76
C  -1.501  -2.476  -2.391  0.16
C  -2.369  -1.335  -2.813  1.01
O  -2.522  -1.111  -3.999  -0.70
C  -3.004  -0.533  -1.767  -0.76
C  -2.790  -0.809  -0.479  0.38
C  -1.902  -1.931  -0.058  0.91
O  -1.722  -2.132  1.130  -0.69
O  -3.367  -0.083  0.503  -0.66
O  -0.943  -3.219  -3.372  -0.52
H  -0.657  -3.570  -0.784  0.57
H  -3.643  0.281  -2.083  0.51
H  -3.055  -0.480  1.339  0.28
H  -1.251  -2.820  -4.209  0.29
C  -4.560  2.361  9.283  -0.80
C  -3.631  2.660  8.370  0.16
C  -3.126  1.636  7.406  1.04
O  -2.291  1.956  6.576  -0.59
C  -3.658  0.279  7.504  -0.98
C  -4.585  -0.022  8.419  0.39
C  -5.110  1.008  9.366  0.84
O  -5.967  0.697  10.171  -0.60
O  -5.087  -1.266  8.529  -0.56
O  -3.108  3.899  8.276  -0.58
H  -4.935  3.094  9.984  0.43
H  -3.271  -0.457  6.812  0.52
H  -5.736  -1.222  9.259  0.35
H  -2.465  3.856  7.544  0.30
C  -4.242  3.475  -1.631  -1.03
C  -4.377  4.746  -1.240  0.33
C  -4.847  5.807  -2.181  0.86
O  -4.974  6.947  -1.778  -0.61
C  -5.133  5.421  -3.563  -0.91
C  -4.994  4.151  -3.956  0.23
C  -4.550  3.086  -3.007  1.12
O  -4.453  1.937  -3.400  -0.63
O  -5.249  3.773  -5.224  -0.58
O  -4.095  5.128  0.022  -0.53
H  -3.904  2.698  -0.958  0.60
H  -5.456  6.201  -4.239  0.43
H  -5.076  2.812  -5.251  0.35
H  -4.275  6.089  0.050  0.34
C  -2.439  -6.498  -3.723  -0.91
C  -1.908  -7.255  -4.687  0.47
C  -2.732  -8.246  -5.442  0.74
O  -2.215  -8.904  -6.327  -0.66
C  -4.141  -8.388  -5.076  -0.92
C  -4.669  -7.633  -4.110  0.48
C  -3.852  -6.623  -3.375  1.00
O  -4.378  -5.940  -2.512  -0.67
O  -5.966  -7.748  -3.754  -0.58
O  -0.607  -7.159  -5.024  -0.58
H  -1.854  -5.775  -3.171  0.43
H  -4.723  -9.122  -5.617  0.45
H  -6.099  -7.096  -3.039  0.34
H  -0.476  -7.806  -5.743  0.35
C  -3.143  -6.528  -8.987  -0.97
C  -3.367  -6.246  -10.274  0.39
C  -4.237  -5.100  -10.681  0.84
O  -4.400  -4.866  -11.864  -0.60
C  -4.866  -4.306  -9.626  -0.85
C  -4.644  -4.592  -8.339  0.24
C  -3.752  -5.720  -7.934  0.88
O  -3.561  -5.935  -6.748  -0.31
O  -5.214  -3.875  -7.350  -0.60
O  -2.819  -6.978  -11.261  -0.57
H  -2.513  -7.353  -8.678  0.49
H  -5.507  -3.492  -9.932  0.44
H  -4.896  -4.277  -6.519  0.33
H  -3.132  -6.571  -12.093  0.35
C  2.546  0.655  -3.469  -1.13
C  3.473  0.967  -4.380  0.44
C  3.965  -0.038  -5.370  0.95
O  4.797  0.295  -6.194  -0.61
C  3.423  -1.394  -5.299  -0.80
C  2.498  -1.709  -4.386  0.32
C  1.986  -0.695  -3.414  0.89
O  1.132  -1.017  -2.609  -0.38
O  1.987  -2.952  -4.303  -0.59
O  4.005  2.204  -4.449  -0.58
H  2.180  1.374  -2.749  0.47
H  3.800  -2.117  -6.010  0.45
H  1.338  -2.926  -3.571  0.25
H  4.644  2.171  -5.187  0.35

- charge = +1
- Kohn-Sham gap (eV) = 5.3
- lowest unoccupied orbital energy (hartree) = -0.14252

***

Entry 2:
Entry from the OMol25 dataset: the ion C6H12NOS with charge -1 in a non-equilibrium geometry (the ωB97M-V functional and the def2-TZVPD basis).

Last column: natural (NBO) charge in e.
Atoms and positions in Å:
C  -1.287  -0.235  -1.292  -0.28
C  -1.267  1.097  -0.409  -0.33
C  1.248  -0.029  -0.041  -0.23
C  -2.219  0.916  0.828  -0.63
C  1.239  -0.699  1.384  -0.65
C  2.472  -0.158  -0.902  -0.65
N  -0.402  -1.294  -1.005  -0.08
O  -0.897  -2.169  -0.213  -0.61
S  0.471  1.546  -0.042  0.12
H  -2.342  -0.603  -1.254  0.19
H  -0.956  0.130  -2.381  0.17
H  -1.643  1.918  -1.000  0.19
H  -3.157  1.064  0.433  0.19
H  -1.889  1.689  1.503  0.20
H  -2.175  -0.067  1.306  0.22
H  0.598  -1.541  1.390  0.23
H  0.883  0.011  2.130  0.19
H  2.349  -0.926  1.658  0.16
H  2.177  -0.306  -1.973  0.20
H  3.114  -0.914  -0.691  0.20
H  2.839  0.859  -0.734  0.20

- charge = -1
- Kohn-Sham gap (alpha / beta) (eV) = 5.3 / 5.3
- lowest unoccupied orbital energy (alpha / beta) (hartree) = 0.12726 / 0.12894

***

Entry 3:
Entry from the OMol25 dataset: a structure of composition C32H30N3O2PSe4TeTi (the ωB97M-V functional and the def2-TZVPD basis).

Last column: Mulliken spin population.
Atoms and positions in Å:
Ti  -0.219  0.637  -0.351  1.03
O  4.295  -0.832  -5.600  0.00
C  4.526  -1.079  -4.405  0.00
O  5.493  -1.619  -3.839  0.00
C  3.409  -0.612  -3.432  0.00
C  2.282  0.039  -3.898  0.00
C  1.323  0.473  -2.999  0.00
N  1.467  0.308  -1.679  0.01
C  2.583  -0.277  -1.220  0.02
C  3.555  -0.773  -2.062  0.00
C  2.732  -0.201  0.246  -0.02
C  3.901  -0.548  0.916  0.00
C  3.993  -0.290  2.269  0.00
C  2.920  0.299  2.923  -0.01
C  1.781  0.578  2.195  0.00
N  1.683  0.320  0.889  0.00
C  0.135  1.261  -3.379  0.03
C  -0.113  1.657  -4.685  -0.01
C  -1.177  2.501  -4.937  0.01
C  -1.954  2.935  -3.878  -0.01
C  -1.660  2.476  -2.608  0.02
N  -0.645  1.646  -2.358  0.00
H  2.203  0.188  -4.965  0.00
H  4.456  -1.258  -1.714  0.00
H  4.728  -0.979  0.372  0.00
H  4.900  -0.534  2.808  0.00
H  2.963  0.543  3.975  0.00
H  0.919  1.052  2.642  0.01
H  0.524  1.313  -5.486  0.00
H  -1.392  2.819  -5.949  0.00
H  -2.793  3.600  -4.024  0.00
H  -2.252  2.763  -1.750  0.00
C  -1.389  -0.217  3.811  0.00
Se  -1.006  -1.220  2.192  0.00
C  0.169  -2.541  3.049  0.01
C  1.327  -2.962  2.159  0.00
Se  0.885  -3.052  0.261  0.00
C  -0.497  -4.406  0.434  0.00
H  -0.461  0.073  4.304  0.00
H  -2.005  -0.805  4.487  0.00
H  -1.924  0.674  3.490  0.00
H  -0.447  -3.399  3.312  0.00
H  0.538  -2.094  3.973  0.00
H  1.724  -3.925  2.480  0.00
H  2.136  -2.236  2.216  0.00
H  -0.074  -5.306  0.879  0.00
H  -0.838  -4.608  -0.578  0.00
H  -1.329  -4.031  1.026  0.00
Se  -2.258  1.753  0.683  -0.04
P  -1.851  -1.148  -1.639  0.00
Se  -0.585  -2.373  -2.910  0.00
C  -3.083  -0.305  -2.741  0.00
C  -4.165  0.377  -2.182  0.00
C  -5.106  0.999  -2.988  0.00
C  -4.976  0.957  -4.371  0.00
C  -3.903  0.286  -4.935  0.00
C  -2.963  -0.344  -4.125  0.00
C  -3.067  -2.235  -0.765  -0.01
C  -3.819  -1.745  0.299  0.00
C  -4.779  -2.536  0.915  0.00
C  -4.995  -3.834  0.476  0.00
C  -4.254  -4.331  -0.588  0.00
C  -3.299  -3.534  -1.206  0.00
H  -4.275  0.431  -1.106  0.00
H  -5.940  1.521  -2.534  0.00
H  -5.711  1.443  -5.003  0.00
H  -3.792  0.244  -6.013  0.00
H  -2.129  -0.881  -4.561  0.00
H  -3.646  -0.740  0.662  0.00
H  -5.350  -2.139  1.746  0.00
H  -5.740  -4.456  0.960  0.00
H  -4.419  -5.342  -0.940  0.00
H  -2.712  -3.912  -2.036  0.00
Te  -0.215  3.253  0.756  -0.03

- charge = -1
- Kohn-Sham gap (alpha / beta) (eV) = 5.7 / 5.8
- lowest unoccupied orbital energy (alpha / beta) (hartree) = 0.04927 / 0.04951
- <S²> = 0.763
- multiplicity = 2

***

The calculation returns the following energy values, one per record and in order: -118645.7456, -20785.6837, -343325.4808 eV.
The calculation returns the following energy relative to the best compared isomer or geometry (same formula, charge and spin) values, one per record and in order: 309.2, 394.7, 0.0 kJ/mol.